The following is a DFT calculation (ωB97M-V/def2-TZVPD) of a 9-piece molecular cluster, C27H78N12O9 overall in a non-equilibrium geometry.

Summary:
Strongest force on any atom in eV/Å: 4.68
Gap between HOMO and LUMO in eV: 9.7
SMILES string: COC[C@H](C)N.COC[C@H](C)N.COC[C@H](C)N.COC[C@H](C)N.COC[C@H](C)N.COC[C@H](C)N.NC(N)=O.NC(N)=O.NC(N)=O
Electronic energy in a.u.: -2409.6973
Energy relative to the best compared isomer or geometry (same formula, charge and spin) in kcal/mol: 32.9

Last columns: bonded neighbours and bond lengths (Å).
Element x y z (Å)
1 C 1.37 -5.72 -5.00  O2 1.389, H7 1.108, H8 1.095, H9 1.082
2 O 1.21 -4.34 -4.94  C1 1.389, C3 1.395
3 C 2.16 -3.66 -4.18  O2 1.395, C4 1.569, H10 1.106, H11 1.097
4 C 2.03 -2.13 -4.51  C3 1.569, C5 1.521, N6 1.488, H12 1.109
5 C 2.22 -1.86 -5.99  C4 1.521, H13 1.128, H14 1.081, H15 1.145
6 N 2.85 -1.16 -3.74  C4 1.488, H16 1.018, H17 1.030
7 H 0.61 -6.05 -5.74  C1 1.108
8 H 1.28 -6.24 -4.04  C1 1.095
9 H 2.31 -5.98 -5.46  C1 1.082
10 H 1.98 -3.86 -3.11  C3 1.106
11 H 3.15 -4.08 -4.43  C3 1.097
12 H 0.96 -1.89 -4.35  C4 1.109
13 H 3.27 -1.61 -6.33  C5 1.128
14 H 1.64 -1.01 -6.31  C5 1.081
15 H 1.90 -2.73 -6.66  C5 1.145
16 H 2.94 -1.44 -2.76  N6 1.018
17 H 3.75 -1.09 -4.23  N6 1.030
18 C -0.05 1.78 -7.12  O19 1.377, H24 1.112, H25 1.101, H26 1.068
19 O 0.94 2.61 -6.66  C18 1.377, C20 1.444
20 C 0.81 3.09 -5.31  O19 1.444, C21 1.491, H27 1.073, H28 1.106
21 C 1.16 2.06 -4.29  C20 1.491, C22 1.514, N23 1.489, H29 1.072
22 C 0.92 2.60 -2.89  C21 1.514, H30 1.123, H31 1.088, H32 1.074
23 N 2.61 1.76 -4.50  C21 1.489, H33 0.990, H34 0.977
24 H -0.35 1.02 -6.36  C18 1.112
25 H 0.31 1.20 -7.98  C18 1.101
26 H -0.86 2.35 -7.52  C18 1.068
27 H 1.57 3.84 -5.18  C20 1.073
28 H -0.16 3.56 -5.10  C20 1.106
29 H 0.61 1.16 -4.43  C21 1.072
30 H -0.15 2.90 -2.81  C22 1.123
31 H 1.63 3.38 -2.60  C22 1.088
32 H 0.94 1.74 -2.25  C22 1.074
33 H 2.74 0.78 -4.54  N23 0.990
34 H 2.86 2.19 -5.34  N23 0.977
35 C -3.99 1.19 -3.08  O36 1.421, H41 1.107, H42 1.054, H43 1.064
36 O -2.75 1.10 -2.39  C35 1.421, C37 1.397
37 C -1.81 0.14 -2.80  O36 1.397, C38 1.532, H44 1.133, H45 1.083
38 C -2.24 -1.33 -2.66  C37 1.532, C39 1.541, N40 1.515, H46 1.096
39 C -2.36 -1.55 -1.14  C38 1.541, H47 1.097, H48 1.120, H49 1.047
40 N -1.13 -2.26 -3.11  C38 1.515, H50 1.006, H51 1.034
41 H -4.59 0.28 -2.88  C35 1.107
42 H -3.87 1.28 -4.12  C35 1.054
43 H -4.33 2.09 -2.62  C35 1.064
44 H -1.55 0.34 -3.88  C37 1.133
45 H -0.96 0.27 -2.15  C37 1.083
46 H -3.13 -1.57 -3.25  C38 1.096
47 H -1.39 -1.22 -0.76  C39 1.097
48 H -2.48 -2.57 -0.69  C39 1.120
49 H -3.13 -0.98 -0.74  C39 1.047
50 H -0.93 -2.10 -4.08  N40 1.006
51 H -0.29 -2.04 -2.56  N40 1.034
52 C -3.68 2.71 5.67  O53 1.433, H58 1.088, H59 1.108, H60 1.070
53 O -2.50 2.43 4.91  C52 1.433, C54 1.394
54 C -2.22 1.09 4.65  O53 1.394, C55 1.560, H61 1.043, H62 1.089
55 C -0.77 0.85 4.12  C54 1.560, C56 1.517, N57 1.428, H63 1.155
56 C 0.27 1.38 5.09  C55 1.517, H64 1.102, H65 1.115, H66 1.108
57 N -0.51 1.38 2.82  C55 1.428, H67 0.986, H68 1.020
58 H -3.52 2.28 6.65  C52 1.088
59 H -4.61 2.22 5.33  C52 1.108
60 H -3.88 3.76 5.74  C52 1.070
61 H -2.44 0.57 5.52  C54 1.043
62 H -2.93 0.72 3.91  C54 1.089
63 H -0.77 -0.30 4.12  C55 1.155
64 H 0.05 2.41 5.41  C56 1.102
65 H 1.22 1.37 4.51  C56 1.115
66 H 0.37 0.68 5.94  C56 1.108
67 H -1.31 1.34 2.24  N57 0.986
68 H -0.03 2.27 2.82  N57 1.020
69 C -1.43 2.50 0.01  O70 1.443, H75 1.074, H76 1.142, H77 1.105
70 O -2.53 2.63 0.93  C69 1.443, C71 1.379
71 C -2.77 3.94 1.29  O70 1.379, C72 1.544, H78 1.119, H79 1.098
72 C -3.95 4.25 2.24  C71 1.544, C73 1.501, N74 1.500, H80 1.070
73 C -5.18 4.20 1.38  C72 1.501, H81 1.151, H82 1.108, H83 1.129
74 N -3.72 5.67 2.67  C72 1.500, H84 1.019, H85 1.041
75 H -1.43 1.46 -0.26  C69 1.074
76 H -0.50 2.92 0.52  C69 1.142
77 H -1.65 2.96 -0.97  C69 1.105
78 H -1.85 4.33 1.80  C71 1.119
79 H -2.78 4.54 0.38  C71 1.098
80 H -4.04 3.54 3.04  C72 1.070
81 H -5.20 4.99 0.54  C73 1.151
82 H -6.07 4.44 2.00  C73 1.108
83 H -5.22 3.21 0.85  C73 1.129
84 H -4.63 6.11 2.68  N74 1.019
85 H -3.37 5.68 3.65  N74 1.041
86 C 3.11 -3.11 4.66  O87 1.426, H92 1.090, H93 1.057, H94 1.070
87 O 2.88 -2.29 5.81  C86 1.426, C88 1.416
88 C 1.59 -2.48 6.34  O87 1.416, C89 1.539, H95 1.099, H96 1.099
89 C 1.38 -1.67 7.64  C88 1.539, C90 1.465, N91 1.524, H97 1.066
90 C 0.02 -1.70 8.16  C89 1.465, H98 1.100, H99 1.095, H100 1.075
91 N 1.81 -0.24 7.36  C89 1.524, H101 1.026, H102 1.082
92 H 3.09 -4.17 4.92  C86 1.090
93 H 4.08 -2.80 4.41  C86 1.057
94 H 2.45 -2.97 3.83  C86 1.070
95 H 0.86 -2.14 5.59  C88 1.099
96 H 1.36 -3.53 6.57  C88 1.099
97 H 2.06 -2.09 8.34  C89 1.066
98 H -0.16 -0.94 8.94  C90 1.100
99 H -0.21 -2.73 8.44  C90 1.095
100 H -0.66 -1.56 7.34  C90 1.075
101 H 1.80 0.25 8.26  N91 1.026
102 H 2.80 -0.39 6.94  N91 1.082
103 N -1.37 -5.29 0.22  C104 1.327, H107 1.074, H108 1.013
104 C -0.32 -4.49 0.08  N103 1.327, N105 1.356, O106 1.206
105 N 0.12 -4.20 -1.18  C104 1.356, H109 0.998, H110 1.048
106 O 0.26 -4.09 1.06  C104 1.206
107 H -1.58 -5.90 -0.63  N103 1.074
108 H -1.51 -5.71 1.13  N103 1.013
109 H -0.60 -4.09 -1.86  N105 0.998
110 H 0.75 -3.37 -1.26  N105 1.048
111 N 4.22 1.13 -1.89  C112 1.338, H115 0.973, H116 1.023
112 C 5.22 1.05 -1.00  N111 1.338, N113 1.400, O114 1.219
113 N 5.14 -0.15 -0.28  C112 1.400, H117 1.000, H118 1.016
114 O 6.09 1.85 -0.74  C112 1.219
115 H 4.34 1.73 -2.64  N111 0.973
116 H 3.65 0.31 -2.09  N111 1.023
117 H 5.44 -0.13 0.68  N113 1.000
118 H 4.37 -0.79 -0.44  N113 1.016
119 N 1.97 0.71 0.38  C120 1.370, H123 1.023, H124 1.045
120 C 1.58 -0.59 0.23  N119 1.370, N121 1.361, O122 1.240
121 N 0.72 -1.06 1.18  C120 1.361, H125 1.008, H126 1.008
122 O 1.87 -1.24 -0.79  C120 1.240
123 H 2.54 1.14 -0.36  N119 1.023
124 H 1.38 1.25 1.06  N119 1.045
125 H 0.50 -0.30 1.81  N121 1.008
126 H 0.30 -1.96 1.09  N121 1.008